1.
{
  "formula": "C60H164N15O25P7",
  "method": "the ωB97M-V functional and the def2-TZVPD basis",
  "homo_lumo_gap_ev": 8.967,
  "mol_weight_da": 1712.9,
  "charge": 0,
  "max_force_ha_per_bohr": 0.05281,
  "energy_ha": -7476.4556,
  "smiles": "CN(C)P(=O)(N(C)C)N(C)C.CN(C)P(=O)(N(C)C)N(C)C.CN(C)P(=O)(N(C)C)N(C)C.CN(C)P(=O)(N(C)C)N(C)C.CN(C)P(=O)(N(C)C)N(C)C.COP(=O)(OC)OC.COP(=O)(OC)OC.COCCOCCOC.COCCOCCOC.COCCOCCOC.COCCOCCOC",
  "spin_multiplicity": 1,
  "species": ["C", "O", "P", "O", "O", "C", "O", "C", "H", "H", "H", "H", "H", "H", "H", "H", "H", "C", "O", "P", "O", "O", "C", "O", "C", "H", "H", "H", "H", "H", "H", "H", "H", "H", "O", "P", "N", "C", "C", "N", "C", "C", "N", "C", "C", "H", "H", "H", "H", "H", "H", "H", "H", "H", "H", "H", "H", "H", "H", "H", "H", "H", "H", "O", "P", "N", "C", "C", "N", "C", "C", "N", "C", "C", "H", "H", "H", "H", "H", "H", "H", "H", "H", "H", "H", "H", "H", "H", "H", "H", "H", "H", "O", "P", "N", "C", "C", "N", "C", "C", "N", "C", "C", "H", "H", "H", "H", "H", "H", "H", "H", "H", "H", "H", "H", "H", "H", "H", "H", "H", "H", "O", "P", "N", "C", "C", "N", "C", "C", "N", "C", "C", "H", "H", "H", "H", "H", "H", "H", "H", "H", "H", "H", "H", "H", "H", "H", "H", "H", "H", "O", "P", "N", "C", "C", "N", "C", "C", "N", "C", "C", "H", "H", "H", "H", "H", "H", "H", "H", "H", "H", "H", "H", "H", "H", "H", "H", "H", "H", "C", "O", "C", "C", "O", "C", "C", "O", "C", "H", "H", "H", "H", "H", "H", "H", "H", "H", "H", "H", "H", "H", "H", "C", "O", "C", "C", "O", "C", "C", "O", "C", "H", "H", "H", "H", "H", "H", "H", "H", "H", "H", "H", "H", "H", "H", "C", "O", "C", "C", "O", "C", "C", "O", "C", "H", "H", "H", "H", "H", "H", "H", "H", "H", "H", "H", "H", "H", "H", "C", "O", "C", "C", "O", "C", "C", "O", "C", "H", "H", "H", "H", "H", "H", "H", "H", "H", "H", "H", "H", "H", "H"],
  "positions_angstrom": [[-3.60994, -13.32349, 27.51683], [-4.41041, -14.33683, 28.08045], [-4.48742, -15.75633, 27.35435], [-5.49114, -16.62926, 27.97681], [-4.68514, -15.53726, 25.78163], [-5.95485, -15.12604, 25.29849], [-2.97521, -16.19824, 27.32792], [-2.47785, -17.49492, 27.06621], [-3.70664, -12.47846, 28.20636], [-3.95337, -12.97924, 26.54756], [-2.54470, -13.57256, 27.48916], [-6.81004, -15.67939, 25.70191], [-5.97427, -15.10101, 24.22223], [-5.99363, -14.04360, 25.44744], [-1.60029, -17.64761, 27.69582], [-2.10256, -17.56487, 26.04436], [-3.27091, -18.19082, 27.31806], [-3.49836, -17.10368, 22.04273], [-4.27400, -15.89399, 21.94521], [-3.58023, -14.51084, 21.41028], [-4.66060, -13.53733, 21.30872], [-2.37175, -14.24286, 22.38620], [-2.72293, -14.08771, 23.72186], [-2.74098, -14.83501, 20.12178], [-3.36928, -15.11192, 18.91108], [-4.06553, -17.79087, 22.67239], [-2.48616, -16.99185, 22.37535], [-3.43838, -17.58232, 21.07665], [-3.75539, -13.78592, 23.91151], [-2.00847, -13.36592, 24.10552], [-2.65839, -15.05418, 24.20393], [-3.41090, -16.20413, 18.78709], [-2.82020, -14.63994, 18.08930], [-4.41375, -14.76050, 18.94052], [-4.97270, -20.80251, 32.62676], [-5.25506, -21.40961, 31.31404], [-6.80432, -21.79251, 30.75664], [-7.48161, -22.94703, 31.34608], [-7.57236, -20.54162, 30.71974], [-4.46406, -22.87525, 31.22905], [-4.44209, -23.57866, 29.94381], [-3.31709, -23.02469, 32.13831], [-4.79136, -20.35461, 30.09934], [-5.14148, -20.48899, 28.67432], [-3.36198, -19.97936, 30.33213], [-7.79091, -22.68883, 32.36244], [-6.78383, -23.76495, 31.47218], [-8.29745, -23.24176, 30.68837], [-7.07541, -19.68538, 30.25197], [-7.89680, -20.24134, 31.72344], [-8.54013, -20.69040, 30.19793], [-5.22501, -23.23268, 29.29254], [-3.54402, -23.37631, 29.36551], [-4.52158, -24.65728, 30.07066], [-2.37807, -22.61671, 31.74643], [-3.47549, -22.49181, 33.05957], [-3.07500, -24.07370, 32.35717], [-5.23145, -19.54158, 28.14353], [-4.34735, -21.06400, 28.19272], [-6.07006, -21.04291, 28.54509], [-2.74124, -20.77875, 29.89834], [-3.11466, -20.00999, 31.39128], [-3.05672, -19.00160, 29.94096], [-2.19114, -19.95353, 22.73905], [-2.54034, -21.00092, 23.77615], [-1.99786, -22.47852, 23.20102], [-0.99758, -22.43339, 22.14335], [-2.10272, -23.73408, 24.02026], [-4.11097, -21.37012, 24.23803], [-4.92255, -22.14709, 23.28748], [-4.82963, -20.25466, 24.91699], [-1.88421, -20.64824, 25.31033], [-2.07896, -21.50182, 26.46789], [-0.49778, -20.10978, 25.22678], [-0.98979, -21.43325, 21.70680], [-1.04726, -23.25026, 21.41637], [-0.00112, -22.60851, 22.58555], [-1.25500, -23.93525, 24.68033], [-2.11765, -24.56731, 23.30330], [-2.96879, -23.71457, 24.66485], [-4.40759, -23.06638, 23.07584], [-5.86973, -22.47737, 23.73820], [-5.24496, -21.55926, 22.42192], [-5.74722, -20.60509, 25.39552], [-4.19140, -19.76677, 25.64801], [-5.24118, -19.52152, 24.19423], [-1.30346, -22.25458, 26.55101], [-2.12562, -20.98499, 27.43964], [-2.98205, -22.08897, 26.33121], [-0.23863, -19.49049, 26.07864], [-0.34343, -19.54615, 24.31569], [0.13889, -20.99104, 25.17948], [0.00366, -13.70866, 33.14815], [-1.48304, -13.98787, 33.16587], [-2.27320, -13.54447, 34.55642], [-3.07590, -14.38926, 35.45508], [-1.69741, -12.27190, 35.08322], [-2.09149, -15.56968, 32.93399], [-1.37124, -16.50702, 33.80609], [-2.21617, -16.02924, 31.58190], [-2.14372, -13.13928, 31.91724], [-3.59889, -12.80398, 31.92120], [-1.27370, -12.33401, 31.03131], [-4.00585, -13.88183, 35.71101], [-2.49738, -14.59310, 36.34766], [-3.25995, -15.32101, 34.90374], [-1.15443, -11.72821, 34.30590], [-0.98003, -12.39654, 35.90222], [-2.55201, -11.71528, 35.46771], [-0.44532, -16.69604, 33.27367], [-1.14519, -16.10654, 34.80614], [-1.91867, -17.43278, 33.95232], [-1.22599, -16.33428, 31.17437], [-2.82897, -16.92002, 31.47226], [-2.60285, -15.29619, 30.88325], [-3.82070, -11.79748, 32.30472], [-3.96266, -12.68288, 30.91910], [-4.17713, -13.45103, 32.57066], [-1.80308, -11.93644, 30.14688], [-0.40124, -12.90686, 30.69940], [-0.87736, -11.38891, 31.41957], [-4.90665, -9.73073, 31.19505], [-4.46686, -8.51355, 30.43072], [-2.86748, -8.37672, 29.89120], [-2.56921, -9.16355, 28.69952], [-1.90536, -8.43434, 31.00086], [-4.58382, -7.10660, 31.37168], [-3.95003, -5.79864, 31.03548], [-5.63224, -7.07266, 32.36901], [-5.32800, -8.31442, 29.00111], [-5.40228, -7.03013, 28.30563], [-6.01290, -9.50234, 28.41690], [-1.61863, -8.91312, 28.20866], [-3.34398, -9.21399, 27.93931], [-2.58181, -10.23597, 28.96861], [-2.19928, -7.82872, 31.83941], [-0.90207, -8.16734, 30.67929], [-1.86565, -9.45358, 31.40453], [-3.37341, -5.87510, 30.12949], [-4.73649, -5.04078, 30.91551], [-3.34690, -5.35738, 31.83956], [-5.93956, -8.08213, 32.62601], [-5.37060, -6.44976, 33.23337], [-6.56995, -6.57774, 32.02678], [-5.41206, -7.14277, 27.23385], [-6.34183, -6.53263, 28.62239], [-4.58164, -6.39391, 28.65015], [-7.10752, -9.38566, 28.41133], [-5.91747, -10.30542, 29.14055], [-5.74078, -9.76721, 27.38087], [1.11615, -17.78759, 27.68487], [1.77624, -17.30995, 28.96303], [1.41011, -18.37841, 30.25394], [1.57760, -18.13696, 31.69510], [0.54000, -19.52203, 29.83225], [1.40662, -15.69217, 29.15450], [1.74095, -14.92549, 30.37977], [0.13500, -15.30768, 28.39341], [3.43980, -17.21026, 29.19511], [4.23739, -18.32838, 29.83721], [4.08741, -16.45017, 28.11133], [2.05998, -18.94847, 32.23835], [0.60403, -18.07226, 32.17722], [2.07230, -17.18117, 31.86381], [-0.52659, -19.36944, 30.01867], [0.88162, -20.45501, 30.28488], [0.63779, -19.67315, 28.76552], [0.91321, -14.90327, 31.09321], [2.66609, -15.34794, 30.76236], [1.83570, -13.85919, 30.21174], [0.23857, -15.32690, 27.32377], [-0.63603, -16.02282, 28.66528], [-0.22722, -14.33580, 28.72603], [5.18529, -18.07316, 30.33501], [3.64609, -18.91593, 30.52884], [4.51338, -18.92848, 28.96016], [4.33087, -17.14059, 27.29789], [4.97831, -15.93223, 28.42240], [3.32455, -15.81956, 27.65104], [-10.20008, -15.99964, 26.75285], [-9.44658, -16.92293, 26.03433], [-8.62573, -17.70320, 26.94778], [-7.57284, -18.56241, 26.31190], [-8.05704, -19.77235, 25.76629], [-9.12352, -19.65249, 24.84209], [-8.70607, -18.85534, 23.59410], [-7.80276, -19.58939, 22.87391], [-7.27607, -18.81950, 21.74321], [-10.85063, -16.53861, 27.46674], [-10.83975, -15.50360, 26.03373], [-9.67946, -15.32169, 27.42426], [-9.31153, -18.39871, 27.45398], [-8.21880, -17.00954, 27.70265], [-6.95676, -18.87319, 27.14885], [-6.96456, -17.97724, 25.61227], [-9.99657, -19.12543, 25.27158], [-9.38264, -20.69475, 24.62828], [-8.25239, -17.94414, 23.98550], [-9.60465, -18.69464, 22.98467], [-8.10866, -18.59764, 21.05311], [-6.57554, -19.47482, 21.22422], [-6.87144, -17.86260, 22.06260], [-9.76761, -17.12558, 30.47778], [-9.14132, -15.99240, 29.97448], [-7.87520, -15.90721, 30.61597], [-7.26624, -14.66549, 30.07981], [-7.95917, -13.56597, 30.73536], [-7.31530, -12.38369, 30.61391], [-8.25768, -11.26153, 30.93361], [-8.60696, -11.22482, 32.25515], [-7.74372, -10.47196, 33.03938], [-9.15888, -18.01413, 30.29881], [-10.72822, -17.18537, 29.97248], [-9.95433, -17.10732, 31.55529], [-7.26687, -16.75185, 30.25774], [-7.92725, -15.83834, 31.71096], [-7.41556, -14.58622, 29.00290], [-6.21999, -14.63760, 30.36386], [-7.04758, -12.21805, 29.56657], [-6.39856, -12.31813, 31.21373], [-9.15549, -11.36641, 30.32082], [-7.78343, -10.32859, 30.58943], [-8.15831, -10.53284, 34.04285], [-7.73876, -9.40665, 32.77395], [-6.72760, -10.85824, 32.96432], [-9.13519, -14.82111, 22.78112], [-9.17015, -13.77303, 21.86598], [-8.00192, -13.57044, 21.07132], [-7.83675, -14.78700, 20.20555], [-8.86467, -14.84137, 19.18062], [-8.51003, -15.18460, 17.84385], [-8.36449, -16.69757, 17.89471], [-7.06230, -16.95602, 18.34049], [-6.67722, -18.25419, 18.20777], [-10.00450, -14.70249, 23.41097], [-8.21740, -14.87570, 23.35494], [-9.18904, -15.79239, 22.24018], [-7.09030, -13.50646, 21.67008], [-8.17943, -12.70847, 20.44999], [-7.86631, -15.64962, 20.85350], [-6.84865, -14.73801, 19.73428], [-7.58152, -14.73774, 17.48303], [-9.39551, -14.92042, 17.23656], [-8.58871, -17.14371, 16.94990], [-9.09009, -17.03880, 18.64768], [-7.28861, -19.04800, 18.64983], [-5.67607, -18.39812, 18.57446], [-6.56524, -18.51095, 17.13330], [-2.89167, -10.28054, 25.08318], [-4.06514, -11.02815, 25.14193], [-5.01892, -10.45480, 24.28951], [-6.29543, -11.18964, 24.25190], [-6.97631, -11.20104, 25.43684], [-8.24684, -11.72190, 25.23912], [-8.98600, -11.79860, 26.51978], [-10.27898, -12.38542, 26.29031], [-10.94467, -12.51613, 27.48484], [-2.09918, -10.74962, 25.66384], [-3.00434, -9.27440, 25.46979], [-2.50025, -10.29421, 24.06809], [-4.65427, -10.48143, 23.26480], [-5.20011, -9.39571, 24.47924], [-6.14234, -12.21980, 23.90029], [-6.83025, -10.63222, 23.49054], [-8.28589, -12.73232, 24.81169], [-8.79136, -11.05291, 24.56532], [-9.16377, -10.77727, 26.87111], [-8.37787, -12.38080, 27.19533], [-10.40866, -13.25137, 28.08212], [-11.94728, -12.92746, 27.26044], [-11.03184, -11.60542, 28.08864]]
}

2.
{
  "formula": "C18H30N3O4RuS",
  "method": "the ωB97M-V functional and the def2-TZVPD basis",
  "homo_lumo_gap_ev": [6.044, 6.963],
  "mol_weight_da": 485.6,
  "s2": 8.771,
  "charge": 0,
  "max_force_ha_per_bohr": 0.07454,
  "energy_ha": -1661.8383,
  "spin_multiplicity": 6,
  "species": ["Ru", "N", "C", "O", "C", "C", "H", "H", "H", "H", "H", "H", "C", "C", "N", "O", "C", "C", "N", "O", "H", "H", "H", "H", "H", "H", "H", "C", "C", "S", "O", "C", "C", "H", "H", "H", "H", "H", "H", "H", "H", "H", "H", "C", "C", "C", "C", "C", "C", "C", "H", "H", "H", "H", "H", "H", "H"],
  "positions_angstrom": [[3.20391, -12.28996, 1.79910], [1.69832, -15.46513, 5.13431], [2.84796, -16.15825, 5.33137], [3.89767, -15.78579, 4.78641], [2.70306, -17.21488, 6.48699], [3.94611, -18.08760, 6.75495], [1.74759, -14.74685, 4.44794], [0.80601, -15.95939, 5.14205], [1.83292, -17.84578, 6.26497], [2.36099, -16.69649, 7.36259], [4.57661, -18.15878, 5.89010], [3.68672, -19.11163, 7.03859], [6.95191, -13.56862, 3.00364], [5.65645, -13.38325, 2.31136], [4.80077, -12.49833, 2.84312], [5.04811, -12.06766, 4.10373], [4.96212, -14.42581, 1.56666], [5.39847, -15.69698, 0.88076], [3.64947, -14.16818, 1.34234], [2.84886, -15.11792, 1.20064], [6.96247, -14.51309, 3.57260], [7.10410, -12.75104, 3.73106], [7.77870, -13.46316, 2.25837], [4.29772, -11.51223, 4.42420], [4.94059, -15.68632, -0.07511], [5.06149, -16.60692, 1.38114], [6.49926, -15.69055, 0.83592], [-0.49095, -12.39402, 0.74933], [-0.01383, -11.20255, 1.53334], [1.25646, -11.81619, 2.73930], [0.61644, -12.93174, 3.50877], [1.65011, -10.36000, 3.84014], [1.51343, -8.95950, 3.29043], [-1.39534, -12.12799, 0.12882], [-0.73119, -13.18584, 1.45398], [0.29976, -12.72440, 0.07710], [-0.80173, -10.62935, 2.05327], [0.65466, -10.54566, 0.92041], [2.68500, -10.50239, 4.12587], [0.96185, -10.54693, 4.70603], [1.85040, -8.19600, 4.00827], [0.49315, -8.66172, 2.98785], [2.19852, -8.87600, 2.47189], [5.01145, -17.55965, 7.74471], [6.36611, -18.15400, 7.51249], [6.57128, -19.52731, 7.20474], [7.80673, -20.02574, 6.81886], [8.94434, -19.15986, 6.82698], [8.76714, -17.89146, 7.30116], [7.53455, -17.32812, 7.55804], [5.13698, -16.48073, 7.48362], [4.66289, -17.56256, 8.77027], [5.79250, -20.27114, 7.27225], [7.86357, -21.07424, 6.50692], [9.92333, -19.55316, 6.55387], [9.62704, -17.22657, 7.35218], [7.40316, -16.26716, 7.77218]]
}

3.
{
  "formula": "C3H10N2O2",
  "method": "the ωB97M-V functional and the def2-TZVPD basis",
  "homo_lumo_gap_ev": 10.644,
  "mol_weight_da": 106.1,
  "charge": 0,
  "max_force_ha_per_bohr": 0.07036,
  "energy_ha": -380.2871,
  "smiles": "CCNC(N)=O.O",
  "spin_multiplicity": 1,
  "species": ["C", "N", "C", "N", "O", "C", "H", "H", "H", "H", "H", "H", "H", "H", "H", "H", "O"],
  "positions_angstrom": [[0.85435, -0.09669, 1.25931], [-0.10207, -0.59770, 0.29643], [0.09953, -0.54396, -1.10812], [1.20521, 0.18713, -1.60286], [-0.65585, -0.91381, -1.93745], [0.50165, 1.38001, 1.61480], [1.92968, -0.09348, 0.80707], [0.91498, -0.69839, 2.20192], [-0.68769, -1.33580, 0.66678], [1.25145, 0.45443, -2.66391], [2.03526, 0.28461, -1.07626], [-0.28557, 1.80996, 1.03266], [1.33223, 2.03020, 1.50118], [0.15309, 1.66772, 2.57827], [-2.37103, -1.82283, -1.07920], [-2.92193, -0.41363, -1.33702], [-3.25329, -1.29777, -1.15359]]
}

4.
{
  "formula": "C3H10N2O2",
  "method": "the ωB97M-V functional and the def2-TZVPD basis",
  "homo_lumo_gap_ev": [2.784, 9.486],
  "mol_weight_da": 106.1,
  "s2": 0.751,
  "charge": -1,
  "max_force_ha_per_bohr": 0.04208,
  "energy_ha": -380.2616,
  "spin_multiplicity": 2,
  "species": ["N", "C", "C", "N", "C", "O", "H", "H", "H", "H", "H", "H", "H", "H", "H", "H", "O"],
  "positions_angstrom": [[-1.29485, -1.05028, -0.71836], [-1.47988, -0.29148, 0.52863], [-0.15385, 0.10313, 1.12573], [0.49782, 1.06039, 0.34081], [1.76068, 1.54047, 0.87011], [0.33400, -0.40735, 2.11925], [-0.56683, -1.74855, -0.58443], [-2.14793, -1.55319, -0.97804], [-2.05188, 0.59878, 0.23694], [-2.11619, -0.78256, 1.26905], [0.25854, 0.85794, -0.61716], [2.61356, 0.97686, 0.47863], [1.91686, 2.55406, 0.50749], [1.69006, 1.48863, 1.94800], [-0.28494, -0.80144, -3.93761], [-0.30599, -0.68830, -2.38879], [0.28559, -0.73542, -3.16650]]
}